ORCA calculation (ωB97M-V/def2-TZVPD) on a molecular structure, C53H33ClI5InN4O5S.

Output
ΔE to the lowest compared entry with this formula, charge and spin: 67.8 kcal/mol
Lowest unoccupied orbital energy: 2.944 eV
Orbital gap: 4.65 eV
DFT total energy: -140733.729 eV
HOMO energy: -1.702 eV

```
! wB97M-V def2-TZVPD RIJCOSX def2/J DEFGRID3
* xyz -2 1
In -0.126 0.634 -1.227
I -0.790 -8.142 -5.807
C -0.565 -6.449 -4.557
C -1.037 -5.223 -4.993
C -0.881 -4.119 -4.167
C -0.268 -4.238 -2.921
C 0.199 -5.481 -2.514
C 0.052 -6.597 -3.329
C -0.138 -3.001 -2.088
C 1.078 -2.294 -2.277
C 2.110 -2.807 -3.113
C 3.146 -1.919 -3.046
C 2.725 -0.878 -2.179
C 3.556 0.212 -1.844
C 4.943 0.186 -2.386
C 5.978 -0.329 -1.610
C 7.282 -0.359 -2.082
C 7.540 0.137 -3.349
I 9.525 0.096 -4.082
C 6.534 0.653 -4.145
C 5.235 0.674 -3.655
C 3.215 1.268 -1.049
N 1.993 1.462 -0.436
C 2.113 2.602 0.262
C 1.128 3.193 1.075
C 1.476 4.466 1.775
C 1.217 5.716 1.222
C 1.528 6.883 1.912
C 2.106 6.789 3.164
I 2.561 8.555 4.238
C 2.395 5.563 3.736
C 2.078 4.409 3.033
C -0.098 2.623 1.333
C -1.084 3.314 2.216
C -2.197 2.380 2.370
C -1.796 1.126 1.611
N -0.551 1.422 0.949
C -3.638 -0.796 0.471
C -2.765 -1.728 -0.107
C -3.228 -3.085 -0.383
C -2.302 -3.657 -1.164
C -1.229 -2.693 -1.322
N -1.535 -1.525 -0.638
C -4.801 -1.181 1.255
C -6.008 -0.455 1.254
C -7.092 -0.848 2.021
C -7.004 -1.991 2.796
I -8.670 -2.603 3.949
C -5.842 -2.741 2.822
C -4.757 -2.331 2.068
C 3.436 3.171 0.103
C 4.118 2.341 -0.713
N 1.464 -1.123 -1.704
H -1.522 -5.118 -5.954
H -1.229 -3.141 -4.482
H 0.679 -5.581 -1.548
H 0.413 -7.564 -3.005
H 2.058 -3.716 -3.688
H 4.094 -1.968 -3.557
H 5.754 -0.709 -0.621
H 8.082 -0.759 -1.475
H 6.757 1.040 -5.130
H 4.432 1.079 -4.259
H 0.775 5.785 0.236
H 1.319 7.846 1.466
H 2.859 5.500 4.712
H 2.300 3.440 3.463
H -0.804 4.053 2.955
H -2.826 2.329 3.249
H -4.176 -3.492 -0.073
H -2.328 -4.643 -1.599
H -6.085 0.430 0.644
H -8.005 -0.268 1.994
H -5.770 -3.623 3.446
H -3.834 -2.892 2.129
H 3.781 4.087 0.556
H 5.133 2.441 -1.064
C -1.145 -3.183 5.485
C -1.341 -2.113 4.441
C -2.436 -1.259 4.505
C -2.612 -0.255 3.567
C -1.688 -0.064 2.543
C -0.601 -0.932 2.464
C -0.443 -1.949 3.393
S -3.151 0.857 0.307
O -2.330 3.523 1.560
O -4.245 1.740 0.645
O -2.545 1.045 -0.998
H -1.355 -2.790 6.481
H -0.122 -3.560 5.468
H -1.817 -4.027 5.311
H -3.170 -1.386 5.295
H -3.491 0.376 3.627
H 0.122 -0.803 1.673
H 0.408 -2.616 3.309
Cl 0.517 6.368 -2.504
C -0.566 4.957 -2.406
C 0.193 3.616 -2.226
O 1.258 3.431 -2.800
O -0.476 2.824 -1.485
H -1.123 4.914 -3.339
H -1.248 5.101 -1.574
I -0.778 0.341 -3.878
*
```